ORCA calculation (ωB97M-V/def2-TZVPD) on one molecule with the formula C6H8N2S3 in a non-equilibrium geometry.

```
! RIJCOSX wB97M-V def2-TZVPD def2/J DEFGRID3
* xyz 0 1
S 2.67965 0.98038 0.49904
S 1.10540 -2.17666 -0.55268
S -3.26319 0.48481 0.03819
N -1.01888 1.65126 -0.83907
N -0.91201 -0.57298 -0.17413
C 0.35359 1.70259 -0.66552
C 1.12540 0.67303 -0.29887
C 3.86285 -0.37662 0.13891
C 0.46134 -0.63220 -0.35394
C -1.57588 0.52591 -0.38846
C -3.47643 -1.09671 0.87752
H -3.45990 -2.06077 0.18468
H -2.60135 -1.20880 1.68524
H 4.42664 -0.38809 1.01290
H 0.81273 2.64008 -0.78743
H -1.56522 2.45713 -1.01548
H 3.16729 -1.23152 0.15901
H -4.48474 -1.25069 1.33401
H 4.36270 -0.12016 -0.85391
*
```

Its HOMO energy is -7.97 eV. As for the relative energy (zero: lowest compared OMol25 entry of this formula, charge and spin): 119.48 kJ/mol. As for the SMILES: CSc1nc(=S)c(SC)c[nH]1. As for the energy: -1537.44673 Ha. Its max |F| is 0.0684 hartree/bohr.

Mulliken atomic charge list, values in e, 6 entries: atom 1 (S): -0.114, atom 2 (S): -0.377, atom 3 (S): -0.125, atom 4 (N): -0.102, atom 5 (N): -0.329, atom 6 (C): -0.570